C5H8BaLiO3 as an isolated structure in a non-equilibrium geometry, computed with wB97M-V/def2-TZVPD.

Net charge: +2
Frontier orbital gap (alpha / beta), eV: 2.807 / 2.718
Multiplicity: 2
HOMO energy (alpha / beta), eV: -11.6 / -11.5

Each line ends with the Mulliken spin population.
Atoms and positions in Å:
C 2.6613 -0.1079 0.7167  -0.030
C 3.5052 -1.2327 0.6778  0.848
H 2.9131 0.5557 -0.1298  0.050
H 2.7670 0.5969 1.6131  0.072
H 3.3472 -2.0078 1.4469  0.045
Li 0.4294 -1.4352 2.2095  0.002
O -0.5454 0.1705 -0.7046  0.007
Ba 0.1017 4.2705 -1.2537  -0.004
O 0.7504 1.8228 -0.0524  0.013
C 0.4261 0.6372 0.0093  -0.009
O 1.0955 -0.2381 0.7335  0.007
C -1.8649 -0.0757 -0.1745  -0.002
C -2.7160 -0.6516 -1.2759  0.000
H -1.7753 -0.8091 0.6430  -0.001
H -2.2849 0.8881 0.1567  0.000
H -2.3036 -1.6064 -1.6226  0.000
H -3.7233 -0.8267 -0.8769  0.000
H -2.7836 0.0494 -2.1162  0.000